Entry 1:
Below is C28H85AsF6N7O11 as an isolated structure, with properties calculated with ωB97M-V with the def2-TZVPD basis set.

ORCA input file:
```
! wB97M-V def2-TZVPD RIJCOSX def2/J DEFGRID3
* xyz -2 2
As 12.1789 -4.4333 -13.0529
F 11.7923 -5.8482 -14.0376
F 10.7281 -4.9804 -12.0587
F 12.4036 -3.0310 -12.0257
F 13.5498 -4.0261 -14.1028
F 11.0406 -3.5307 -14.0618
F 13.1964 -5.4176 -12.0017
O 8.9892 -4.0085 -10.3350
H 9.5089 -4.2141 -11.1122
H 9.1820 -4.7185 -9.7227
O 14.6528 -1.5852 -11.1646
H 14.0802 -2.2996 -11.4438
H 14.2146 -0.7920 -11.4728
O 9.3789 -1.9613 -12.3402
H 8.9700 -2.7500 -12.6965
H 10.2609 -1.9592 -12.7123
O 8.1671 -3.7962 -14.1120
H 9.1236 -3.7656 -14.1324
H 7.9073 -3.7947 -15.0333
C 15.1398 -7.4558 -10.0418
C 15.3058 -8.6517 -9.0596
C 14.2515 -8.4479 -7.8675
O 14.4670 -7.2804 -7.0973
C 15.5669 -7.3315 -6.1818
N 15.4112 -9.9339 -9.8116
H 14.1596 -7.1890 -10.4370
H 15.8172 -7.4233 -10.8952
H 15.4553 -6.6115 -9.4288
H 16.3150 -8.6222 -8.6486
H 14.1164 -9.3235 -7.2324
H 13.3078 -8.2393 -8.3714
H 16.5702 -7.2222 -6.5934
H 15.5465 -8.2280 -5.5621
H 15.4620 -6.5387 -5.4411
H 15.8681 -9.5506 -10.6266
H 14.5081 -10.1977 -10.1790
C 15.1408 -10.8436 -13.8650
C 14.7208 -9.4156 -13.5886
C 15.9022 -8.4670 -13.3991
O 16.7336 -8.9287 -12.3532
C 18.0282 -8.2187 -12.2029
N 13.8432 -9.1745 -14.6630
H 15.7801 -11.1172 -13.0257
H 15.7663 -10.9304 -14.7535
H 14.2730 -11.5029 -13.8803
H 14.1835 -9.4856 -12.6429
H 15.5164 -7.4507 -13.3196
H 16.4545 -8.4532 -14.3387
H 18.6136 -8.4518 -13.0923
H 18.4514 -8.5764 -11.2643
H 17.9152 -7.1381 -12.2904
H 12.9716 -9.6813 -14.6032
H 13.4574 -8.2414 -14.6371
C 11.3112 -5.4831 -18.9352
C 12.1374 -5.7172 -17.6527
C 12.8072 -4.4599 -17.0946
O 13.6871 -3.9890 -18.1701
C 14.4832 -2.8628 -17.6843
N 11.0958 -6.2004 -16.7607
H 11.8271 -5.0260 -19.7795
H 10.4659 -4.8257 -18.7314
H 10.9883 -6.4477 -19.3269
H 12.8999 -6.4898 -17.7510
H 13.4473 -4.8296 -16.2935
H 12.0256 -3.7616 -16.7953
H 15.1110 -3.0945 -16.8239
H 13.8767 -1.9864 -17.4563
H 15.1784 -2.6394 -18.4936
H 10.3105 -5.5656 -16.7784
H 11.2800 -6.2779 -15.7707
C 9.4591 -1.3782 -16.0839
C 10.1984 -0.0102 -15.9589
C 10.4753 0.5725 -17.3754
O 11.1924 1.8571 -17.2574
C 11.2216 2.6481 -18.4509
N 9.3860 0.9258 -15.1890
H 8.5905 -1.2500 -16.7299
H 9.0525 -1.7205 -15.1323
H 10.0672 -2.1119 -16.6132
H 11.1693 -0.1142 -15.4744
H 9.5061 0.6177 -17.8722
H 11.0950 -0.2354 -17.7643
H 11.3095 3.7287 -18.3382
H 10.4621 2.4368 -19.2036
H 12.0566 2.2363 -19.0175
H 9.6372 1.6302 -15.8678
H 8.4639 0.6917 -15.5280
C 17.3281 -4.6697 -15.1937
C 17.4388 -4.5024 -13.6665
C 18.8772 -4.7918 -13.2394
O 19.1305 -4.7670 -11.8475
C 20.4798 -5.1170 -11.5429
N 16.8786 -3.2045 -13.3857
H 16.3454 -4.3999 -15.5805
H 17.5464 -5.6988 -15.4788
H 17.9725 -3.9350 -15.6764
H 16.8510 -5.2760 -13.1724
H 19.5276 -4.0613 -13.7206
H 19.3378 -5.6767 -13.6785
H 21.1682 -4.2938 -11.7337
H 20.7767 -6.0485 -12.0250
H 20.4531 -5.3268 -10.4736
H 15.8774 -3.1705 -13.2566
H 16.9832 -2.5726 -14.1667
C 9.6886 -11.3648 -14.2830
C 10.3647 -10.0323 -14.5941
C 9.5098 -9.0509 -15.4347
O 8.2356 -8.7218 -14.7342
C 7.6419 -7.5426 -15.2919
N 10.6985 -9.4044 -13.3316
H 9.4516 -11.7525 -15.2738
H 8.8244 -11.3084 -13.6211
H 10.4450 -12.0457 -13.8926
H 11.2155 -10.1901 -15.2570
H 9.4700 -9.4515 -16.4476
H 10.2128 -8.2343 -15.5996
H 6.9593 -7.2166 -14.5071
H 7.1292 -7.8992 -16.1853
H 8.3101 -6.7199 -15.5465
H 9.7673 -9.3088 -12.9523
H 11.0752 -8.4887 -13.5310
C 11.8199 -5.7211 -8.5742
C 12.4186 -4.3473 -8.8834
C 12.2092 -3.3298 -7.8078
O 10.7796 -3.0838 -7.7468
C 10.4805 -2.2804 -6.6175
N 13.8615 -4.4287 -9.1661
H 11.9446 -6.5326 -9.2910
H 10.7685 -5.4776 -8.4213
H 11.9265 -6.0170 -7.5305
H 11.9708 -4.0049 -9.8164
H 12.8947 -2.5042 -7.9989
H 12.5898 -3.7342 -6.8699
H 9.5645 -1.7733 -6.9207
H 11.1884 -1.4546 -6.5459
H 10.3866 -2.9417 -5.7561
H 14.3125 -4.7521 -8.3222
H 13.9462 -5.1604 -9.8571
*
```

Properties
Frontier orbital gap (spin up / spin down) ... 1.89 / 7.62 eV
Relative energy (zero: lowest compared OMol25 entry of this formula, charge and spin) ... 257.7 kJ/mol

---

Entry 2:
Below is C13H8CoN3O9 as an isolated structure, with properties calculated with ωB97M-V with the def2-TZVPD basis set.

ORCA input file:
```
! wB97M-V def2-TZVPD RIJCOSX def2/J DEFGRID3
* xyz 0 1
Co 0.4411 0.0734 -0.0886
O -3.4022 0.6075 -4.3586
C -2.6246 0.3735 -3.2898
C -1.9430 -0.8362 -3.1119
C -1.1497 -0.9584 -1.9984
N -1.0693 0.0359 -1.1273
C -1.7028 1.1913 -1.2705
C -2.5166 1.4061 -2.3525
C -1.3480 2.1080 -0.1280
O -1.8927 3.1631 0.0577
O -0.4240 1.5623 0.6428
C -0.2572 -2.0941 -1.5668
O -0.3133 -3.1920 -2.0519
O 0.5322 -1.7216 -0.5728
H -3.4033 -0.1516 -4.9528
H -2.0149 -1.6550 -3.8162
H -3.0378 2.3437 -2.4797
C 2.2347 -1.5072 2.7912
C 2.7008 -0.3838 1.9412
N 2.0660 0.1220 0.9016
C 2.8495 1.1070 0.3653
C 3.9968 1.2029 1.0755
N 3.8781 0.2638 2.0732
C 5.2103 2.0504 0.9800
O 5.2561 2.8893 -0.0358
O 6.0859 1.9203 1.7975
C 2.3750 1.7227 -0.8885
O 2.9873 2.6298 -1.4261
O 1.2908 1.1557 -1.3391
H 1.2796 -1.8680 2.4181
H 2.1219 -1.1946 3.8292
H 2.9495 -2.3292 2.7541
H 4.6004 0.1104 2.7623
H 4.4615 2.8035 -0.6248
*
```

Properties
Frontier orbital gap (spin up / spin down) ... 8.65 / 8.66 eV
Relative energy (zero: lowest compared OMol25 entry of this formula, charge and spin) ... 0.0 kJ/mol

---

Entry 3:
Below is C20H23ClN2O in the gas phase, with properties calculated with ωB97M-V with the def2-TZVPD basis set.

ORCA input file:
```
! wB97M-V def2-TZVPD RIJCOSX def2/J DEFGRID3
* xyz 0 1
Cl 0.8806 -4.8733 -0.7932
C 1.8797 -4.6216 -2.2173
C 1.9196 -5.5280 -3.3131
N 2.8799 -5.1797 -4.2193
C 3.5059 -4.0144 -3.6679
C 4.4468 -3.1827 -4.2735
C 4.7651 -1.9614 -3.6657
C 4.1314 -1.5184 -2.4226
C 3.2103 -2.2930 -1.8971
O 2.7050 -2.0266 -0.6385
C 1.4602 -1.2415 -0.6938
C 0.7423 -1.1678 0.6639
N -0.6545 -0.8812 0.4423
C -1.4767 -0.8667 1.6685
C -2.8770 -0.2575 1.6220
C -2.9210 1.2396 1.4357
C -2.3032 2.1133 2.6874
C -2.3527 3.6482 2.5062
C -3.2091 4.4235 3.2950
C -3.1489 5.8117 3.1696
C -2.6475 6.4122 2.1001
C -1.9305 5.6752 1.2568
C -1.7277 4.2950 1.4232
C 2.8393 -3.5756 -2.4858
H 1.3594 -6.4877 -3.3390
H 3.0788 -5.5382 -5.1567
H 5.0499 -3.4445 -5.1260
H 5.4818 -1.1675 -4.0018
H 4.4228 -0.5684 -1.8125
H 1.7980 -0.2832 -1.0128
H 0.8112 -1.6398 -1.4647
H 0.7523 -2.1573 1.3047
H 1.1302 -0.3021 1.2431
H -0.8236 0.0617 0.0047
H -0.8510 -0.4936 2.5439
H -1.6596 -1.9955 1.9195
H -3.3784 -0.4480 2.5977
H -3.5223 -0.8041 0.9173
H -4.0247 1.4013 1.4429
H -2.5651 1.7242 0.5412
H -1.2321 1.8194 2.8294
H -2.6961 1.8922 3.6643
H -3.9402 4.0547 4.0083
H -3.8200 6.3855 3.7859
H -2.7811 7.4732 2.0027
H -1.6376 6.3074 0.3661
H -1.0697 3.7807 0.7584
*
```

Properties
SMILES ... Clc1c[nH]c2cccc(OCCNCCCCc3ccccc3)c12
Frontier orbital gap ... 8.56 eV
Relative energy (zero: lowest compared OMol25 entry of this formula, charge and spin) ... 385.1 kJ/mol

---

Entry 4:
Below is a 2-piece molecular cluster, C3H4FN overall, with properties calculated with ωB97M-V with the def2-TZVPD basis set.

ORCA input file:
```
! wB97M-V def2-TZVPD RIJCOSX def2/J DEFGRID3
* xyz 0 1
C 2.1936 0.2599 0.0926
C -1.1332 0.3491 -0.2344
C -0.2207 -0.6295 0.3673
N 3.2171 0.6891 -0.1518
F -0.0082 -1.7958 -0.2818
H -2.0862 -0.2207 -0.4357
H -0.7736 0.7317 -1.2903
H -1.2388 1.0756 0.6046
H 0.0500 -0.4595 1.3296
*
```

Properties
Frontier orbital gap (spin up / spin down) ... 8.18 / 8.19 eV
Relative energy (zero: lowest compared OMol25 entry of this formula, charge and spin) ... 360.1 kJ/mol

---

Q: Which max |F| values were calculated for the entries above? A: 0.0628, 0.0220, 0.0861, 0.1075, in Eh/bohr.
Q: Which energy values were calculated for the entries above? A: -5163.5816, -2724.5410, -1420.7481, -271.1661, in a.u..